Record 1
The following is a quantum chemistry calculation of CH15O9V as an isolated structure at a distorted geometry, from the Open Molecules 2025 dataset.

As for the total energy: -1668.23796 Ha. Its maximum force is 3.6 eV/Å. For the energy above the lowest of the compared OMol25 structures with the same formula, charge and spin, the calculation gives 16.5 kcal/mol. The HOMO energy comes out at -7.51 eV. The value obtained for the HOMO-LUMO gap is 6.9876 eV. The LUMO energy is -0.0192 Ha. As for the spin multiplicity: 1.

The geometry in XYZ format:
```
26
Properties=species:S:1:pos:R:3:forces:R:3
O -1.1119 -0.9545 1.2173 -0.4742 -0.6890 0.9215
V -0.2805 -0.3342 0.0519 -2.1379 2.7221 -1.0649
O 0.5749 0.8523 0.6746 -0.1090 -0.5840 0.0106
C -2.1932 2.1830 -0.6657 0.3212 -0.7050 1.2733
O -1.9284 0.8454 -0.9904 2.1375 -1.5908 0.3240
H -3.1020 2.1997 -0.0494 -0.1616 0.3307 -0.0553
H -1.3911 2.5665 -0.0245 -0.0134 0.3901 -0.0970
H -2.3324 2.8777 -1.5008 0.0738 -0.2860 -0.3469
O -3.1679 -2.9963 -0.1327 -0.2497 -0.3292 0.0782
H -3.4368 -2.4149 0.5890 0.2905 0.2104 -0.0840
H -3.6916 -3.7953 -0.0189 0.0272 0.0064 -0.0468
O 0.8577 0.0259 -1.7513 0.8877 -0.4133 -1.1594
H 0.5835 0.2194 -2.6553 -0.4499 -0.0276 0.1775
H 1.7273 0.4282 -1.6582 -0.1360 0.1637 0.2877
O 1.6793 3.4164 1.5916 0.1004 0.1695 -0.0072
H 2.5023 3.5934 1.1287 0.0168 0.1318 0.1008
H 1.7998 2.5437 1.9851 -0.2096 -0.0336 -0.0271
O 3.4191 1.0618 1.8677 0.3297 0.0234 -0.0275
H 3.2777 1.4727 1.0092 -0.1528 -0.1120 -0.0251
H 3.8721 0.2374 1.6685 -0.0680 -0.0431 0.0725
O -0.8638 -2.1495 -1.2220 0.4270 -0.3071 -0.2955
H -0.4651 -2.6092 -1.9661 0.0948 0.2534 -0.0603
H -1.5889 -2.7289 -0.9176 -0.2900 0.4638 0.3803
O 1.5826 -1.8292 0.5670 0.1664 0.0578 -0.4017
H 2.0545 -2.2982 -0.1297 -0.1052 0.0195 -0.0499
H 1.6226 -2.4132 1.3319 -0.3157 0.1780 0.1224
```
Positions in Å, forces in eV/Å.



Record 2
The following is a quantum chemistry calculation of C35H29KN4O2P2S3 as an isolated structure, from the Open Molecules 2025 dataset.

As for the total energy: -4198.01123 Ha. Its maximum force is 0.4 eV/Å. For the energy above the lowest of the compared OMol25 structures with the same formula, charge and spin, the calculation gives 3.0 kcal/mol. The HOMO energy comes out at -1.37 eV. As for the net charge: -2. The value obtained for the HOMO-LUMO gap is 5.7343 eV. The LUMO energy is 0.1603 Ha. As for the spin multiplicity: 1.

The geometry in XYZ format:
```
76
Properties=species:S:1:pos:R:3:forces:R:3
K -1.4311 1.4766 -1.9641 0.0147 0.0255 -0.1166
S -1.9842 -1.2071 -3.4647 0.0017 -0.0592 -0.1301
P -1.2658 -1.9413 -1.7178 -0.0862 -0.1539 -0.2077
C -0.6900 -0.8811 -0.6105 0.0192 0.0855 0.2439
P 0.6535 -0.9146 0.3527 0.0231 0.0829 0.1314
S 2.3643 0.0012 -0.1967 0.0072 0.0124 -0.0356
C 1.1040 -2.6126 0.9407 0.0967 -0.0233 -0.0770
C 0.1512 -3.3935 1.5935 -0.0155 0.0030 0.0210
C 0.4387 -4.6927 1.9836 -0.0166 0.0107 0.0145
C 1.6862 -5.2409 1.7085 0.0076 -0.0034 -0.0076
C 2.6361 -4.4779 1.0456 -0.0110 -0.0227 -0.0060
C 2.3486 -3.1707 0.6702 -0.0327 -0.0088 0.0335
C 0.1732 -0.1070 1.9439 0.0516 -0.0451 0.0318
C 0.5814 -0.5202 3.2085 -0.0408 0.0189 -0.0423
C 0.1628 0.1716 4.3408 0.0187 -0.0133 0.0109
C -0.6515 1.2906 4.2212 -0.0043 0.0156 0.0136
C -1.0381 1.7302 2.9596 0.0402 0.0107 -0.0191
C -0.6257 1.0284 1.8404 0.2435 -0.0245 -0.1189
C -2.6906 -2.9285 -1.0609 -0.0064 0.0277 0.0339
C -3.3433 -3.8964 -1.8231 -0.0003 0.0002 -0.0012
C -4.4134 -4.6049 -1.2994 0.0077 0.0024 -0.0018
C -4.8625 -4.3378 -0.0092 -0.0041 -0.0022 0.0006
C -4.2341 -3.3598 0.7467 -0.0063 -0.0035 0.0113
C -3.1498 -2.6633 0.2218 -0.0126 -0.0300 -0.0150
C -0.0689 -3.2780 -2.1439 -0.0121 -0.0622 0.0357
C 1.0358 -2.9224 -2.9184 -0.0240 0.0271 0.0072
C 2.0400 -3.8380 -3.1845 -0.0060 -0.0002 -0.0178
C 1.9575 -5.1322 -2.6821 0.0117 -0.0034 0.0018
C 0.8699 -5.4937 -1.9030 0.0055 0.0027 0.0201
C -0.1339 -4.5708 -1.6312 0.0236 0.0154 -0.0306
H -0.8295 -2.9773 1.7909 -0.0121 0.0089 -0.0072
H -0.3163 -5.2829 2.4912 -0.0004 0.0028 -0.0011
H 1.9092 -6.2615 1.9999 0.0032 0.0021 -0.0019
H 3.6051 -4.9040 0.8097 0.0006 0.0014 0.0015
H 3.0829 -2.5597 0.1590 -0.0020 0.0066 -0.0070
H 1.2262 -1.3851 3.3101 -0.0023 -0.0138 0.0179
H 0.4752 -0.1671 5.3232 0.0008 -0.0002 -0.0006
H -0.9739 1.8257 5.1078 0.0001 -0.0016 -0.0001
H -1.6426 2.6214 2.8379 0.0010 0.0014 0.0031
H -0.8553 1.3656 0.8387 -0.3720 0.0705 0.1640
H -3.0079 -4.0780 -2.8378 -0.0044 0.0012 -0.0005
H -4.9086 -5.3610 -1.8989 0.0034 0.0014 -0.0030
H -5.7050 -4.8862 0.3978 0.0013 0.0017 0.0023
H -4.5872 -3.1361 1.7473 0.0013 0.0015 -0.0025
H -2.6418 -1.8862 0.7855 0.0067 0.0082 0.0041
H 1.0977 -1.9103 -3.3006 0.0204 0.0014 0.0028
H 2.8961 -3.5397 -3.7787 -0.0023 0.0036 0.0004
H 2.7469 -5.8477 -2.8843 -0.0011 -0.0004 0.0007
H 0.8083 -6.4914 -1.4828 -0.0004 -0.0023 -0.0006
H -0.9657 -4.8613 -1.0023 0.0058 -0.0039 0.0047
N 3.0034 4.1956 3.2374 0.0014 0.0094 0.0027
C 1.9585 4.3309 2.3011 0.0010 -0.0092 -0.0288
C 1.8379 3.4186 1.2558 -0.0080 0.0140 0.0166
C 0.8060 3.5483 0.3482 -0.0926 -0.0467 0.0412
C -0.1112 4.5826 0.4610 -0.0106 -0.0156 -0.0298
C 0.0227 5.5133 1.4755 -0.0165 0.0308 0.0211
C 1.0556 5.3891 2.3934 0.0044 -0.0176 -0.0136
S -1.5242 4.6056 -0.6149 0.0542 0.0810 -0.0741
O -2.1848 5.8797 -0.4418 0.0299 0.0113 -0.0099
O -2.3036 3.4334 -0.2411 -0.0080 -0.0743 0.0250
N -1.0085 4.2934 -2.0914 -0.1009 0.0106 0.1331
C -0.1475 5.1195 -2.7115 0.1452 0.0187 0.0034
N 0.3861 6.1906 -2.0728 -0.0512 0.0268 -0.0373
C 1.2533 6.9260 -2.7426 0.0345 -0.0577 0.0333
C 1.6398 6.6556 -4.0447 -0.0201 0.0269 -0.0418
C 1.0394 5.5396 -4.6163 0.0519 -0.0265 0.0349
N 0.1704 4.7748 -3.9897 -0.0601 0.0210 0.0178
H 3.3511 3.2478 3.2734 0.0011 -0.0050 0.0058
H 2.7352 4.4984 4.1620 -0.0001 -0.0035 0.0065
H 2.5003 2.5630 1.1701 0.0012 0.0095 0.0089
H 0.6943 2.7937 -0.4190 0.1251 -0.0092 -0.0685
H -0.6902 6.3250 1.5393 0.0038 -0.0005 0.0039
H 1.1589 6.1118 3.1965 0.0023 0.0030 0.0034
H 1.6753 7.7708 -2.2018 -0.0130 0.0122 -0.0056
H 2.3605 7.2617 -4.5750 -0.0055 0.0014 -0.0019
H 1.2870 5.2405 -5.6329 -0.0107 0.0137 -0.0076
```
Positions in Å, forces in eV/Å.



Record 3
The following is a quantum chemistry calculation of a 2-piece molecular cluster, C5H8BNO2 overall at a distorted geometry, from the Open Molecules 2025 dataset.

As for the total energy: -425.21412 Ha. Its maximum force is 4.9 eV/Å. For the energy above the lowest of the compared OMol25 structures with the same formula, charge and spin, the calculation gives 154.4 kcal/mol. The HOMO energy (alpha / beta) comes out at -7.96 / -7.96 eV. The value obtained for the HOMO-LUMO gap (alpha / beta) is 7.4383 / 7.4455 eV. The LUMO energy (alpha / beta) is -0.0190 / -0.0190 Ha. As for the spin multiplicity: 1.

The geometry in XYZ format:
```
17
Properties=species:S:1:pos:R:3:forces:R:3
B -1.1415 1.2933 2.0919 -1.9146 -2.6640 -3.1361
C 0.0997 -0.0907 -0.1990 -2.1626 1.1945 2.6543
C 1.3754 -0.4348 -0.6454 1.6830 0.4179 -1.1868
C -0.7537 -0.6978 -1.0564 -0.1869 -0.0107 -0.1982
C 2.8016 0.0789 -0.1948 -2.5543 -3.9487 -1.3491
C -2.2796 -0.8499 -1.0738 2.9604 0.0809 1.6291
N 1.2917 -1.1377 -1.7633 0.8428 0.1778 0.1931
O -0.0442 -1.3077 -2.0518 -0.3715 0.0511 0.8597
O -0.3163 1.8614 2.8281 2.2205 2.1610 2.6642
H -2.3372 0.9947 1.9835 1.2425 0.4785 0.1772
H 2.6862 1.0784 -0.0729 -0.0091 3.1119 0.4648
H 2.9926 -0.4145 0.7609 0.6937 0.0659 -0.3217
H 3.4132 -0.1589 -1.0775 0.3966 -0.0210 0.8846
H -2.4239 -1.8731 -0.6431 -0.6739 1.0556 -0.2646
H -2.5646 0.0285 -0.4399 -0.6042 -1.1543 -0.6557
H -2.5180 -0.7946 -2.1019 -1.0752 0.1045 -0.9046
H -0.2815 2.4246 3.6553 -0.4872 -1.1010 -1.5102
```
Positions in Å, forces in eV/Å.



Record 4
The following is a quantum chemistry calculation of an isolated ion of composition C5H8N and charge +1 at a distorted geometry, from the Open Molecules 2025 dataset.

As for the total energy: -249.69553 Ha. Its maximum force is 1.2 eV/Å. For the energy above the lowest of the compared OMol25 structures with the same formula, charge and spin, the calculation gives 81.3 kcal/mol. The HOMO energy comes out at -15.79 eV. As for the net charge: +1. The value obtained for the HOMO-LUMO gap is 12.7031 eV. The LUMO energy is -0.1134 Ha. As for the spin multiplicity: 1. Its SMILES is C1[C@@H]2[N@H+]1C21CC1.

The geometry in XYZ format:
```
14
Properties=species:S:1:pos:R:3:forces:R:3
C -1.8040 0.5158 -0.0496 -0.6591 0.5010 -0.4721
C -0.9796 -0.4989 -0.7378 0.2175 0.2559 -0.6153
N -0.9191 -0.3492 0.7209 0.2690 0.1055 1.1495
C 0.2910 -0.1624 -0.0964 0.2808 -0.1828 -0.2902
C 1.6800 -0.6186 0.0347 0.0286 -0.2254 0.0786
C 1.3476 0.8615 -0.0572 -0.0554 0.2358 -0.0064
H -1.5169 1.5606 -0.0839 0.0922 -0.0738 0.0636
H -2.8672 0.3310 0.0486 0.0815 -0.1898 0.0970
H -1.2814 -1.3777 -1.2792 -0.0587 -0.1673 0.1118
H -1.1322 -1.0010 1.4666 -0.0463 -0.2071 -0.1450
H 2.1416 -1.1030 -0.8129 -0.0778 0.0068 -0.1199
H 2.0086 -1.0114 0.9855 -0.0298 0.0707 0.1223
H 1.4532 1.4649 0.8317 -0.0154 -0.0677 0.1509
H 1.5783 1.3886 -0.9709 -0.0273 -0.0619 -0.1249
```
Positions in Å, forces in eV/Å.